No. 1
Formula: C48H62Cl6O26
Source: the Open Molecules 2025 dataset
Level of theory: ωB97M-V/def2-TZVPD

Atoms and positions in Å:
1 Cl 2.159 1.920 -0.607
2 Cl 3.540 0.337 3.336
3 Cl 1.522 -1.321 -0.183
4 Cl 0.699 3.147 3.416
5 Cl 2.021 6.285 4.505
6 Cl 5.286 3.318 2.990
7 O -7.077 -1.393 -2.487
8 O -2.129 -0.040 -4.648
9 O 3.765 -3.245 -0.598
10 O -2.127 -7.234 -0.280
11 O 8.046 2.109 -1.129
12 O -0.082 0.748 5.901
13 O 0.114 -3.722 7.319
14 O -2.427 -3.967 2.141
15 O -3.250 0.565 4.865
16 O 0.053 3.512 -2.341
17 O 0.983 -4.426 4.851
18 O 0.471 -0.021 3.333
19 O -2.422 0.300 -7.672
20 O 0.200 -6.088 -1.125
21 O -2.109 -1.972 -1.342
22 O 6.124 5.356 -3.911
23 O -1.085 5.927 0.034
24 O 6.084 -1.940 3.292
25 O -3.175 -4.122 4.808
26 O -2.606 0.676 2.211
27 O -4.477 -0.627 -1.440
28 O 4.154 3.523 -4.489
29 O 4.557 -3.665 4.675
30 O 5.651 0.617 -1.100
31 O -4.438 -3.237 -0.778
32 O 2.241 -5.015 0.913
33 C -2.371 -1.638 2.194
34 C -3.228 -1.794 4.919
35 C 0.292 -0.029 -0.257
36 C 0.892 3.825 5.060
37 C -3.351 -5.279 -0.568
38 C -0.946 0.299 -3.941
39 C -1.150 5.960 1.438
40 C -3.109 -0.482 4.278
41 C 6.090 4.190 -3.236
42 C -2.614 1.026 -5.441
43 C 0.730 -3.262 5.046
44 C 4.292 -3.516 3.503
45 C 7.099 2.508 -1.755
46 C -3.504 0.385 -1.262
47 C 0.162 -0.418 5.668
48 C 0.479 -0.935 4.306
49 C 0.056 -1.486 6.675
50 C -0.406 4.796 -1.926
51 C 0.442 3.515 -3.701
52 C 4.531 0.838 1.950
53 C -2.070 -3.172 -1.216
54 C 4.912 3.328 -3.565
55 C 5.824 1.718 -1.907
56 C -2.556 -2.956 2.791
57 C -3.316 -3.954 -0.856
58 C -0.895 -4.029 -1.366
59 C -3.363 0.483 -6.636
60 C -2.138 -6.067 -0.606
61 C -5.857 -2.002 -2.832
62 C -2.715 -0.503 2.819
63 C 7.081 3.848 -2.418
64 C 3.951 -3.295 0.591
65 C -4.611 -1.094 -2.746
66 C -7.478 -0.364 -3.380
67 C -0.216 4.938 -0.428
68 C 0.706 -2.223 4.024
69 C 4.587 2.335 1.713
70 C 4.978 -2.530 1.322
71 C 3.197 -4.198 2.855
72 C 5.146 -2.609 2.641
73 C -0.907 -5.327 -1.079
74 C 3.100 -4.163 1.512
75 C -3.019 -2.913 4.221
76 C -2.885 -0.533 -8.713
77 C 2.166 4.610 5.173
78 C 0.797 1.222 0.374
79 C 4.832 2.182 -2.668
80 C 0.275 -2.779 6.394
81 H 6.131 -2.251 4.212
82 H -7.058 0.585 -3.043
83 H -1.118 1.084 -3.199
84 H -5.930 -2.330 -3.881
85 H 1.210 1.110 1.372
86 H 3.926 1.598 -2.519
87 H -4.243 -2.305 -1.010
88 H 3.598 2.699 1.455
89 H -3.798 -1.761 -3.076
90 H -0.154 -1.255 7.713
91 H -4.698 -0.252 -3.446
92 H -5.734 -2.857 -2.166
93 H -4.194 1.144 -6.911
94 H 5.530 -0.113 -1.728
95 H -1.471 4.974 1.800
96 H 1.182 4.306 -3.850
97 H 5.544 0.455 2.106
98 H 0.835 5.157 -0.188
99 H -8.567 -0.346 -3.332
100 H -3.812 1.362 -1.646
101 H -3.386 1.549 -4.844
102 H -4.363 -5.644 -0.470
103 H -2.542 -0.020 -1.577
104 H 5.508 5.405 -4.651
105 H 0.894 -2.415 2.972
106 H -3.844 -0.460 -6.346
107 H -2.076 -0.649 -9.432
108 H -3.436 0.548 -0.183
109 H 0.038 -4.598 6.912
110 H 4.237 0.256 1.078
111 H 5.617 -1.920 0.692
112 H -0.191 6.198 1.904
113 H -3.550 -1.828 5.950
114 H 2.024 -4.653 0.031
115 H 0.078 2.039 0.395
116 H -7.212 -0.598 -4.415
117 H 0.056 -3.628 -1.704
118 H 5.255 2.449 0.860
119 H 2.510 -4.849 3.376
120 H 0.900 2.981 5.746
121 H -0.390 3.945 0.017
122 H -1.913 6.644 1.802
123 H 0.264 0.871 3.679
124 H -3.070 -1.553 -8.353
125 H -3.249 -4.764 4.078
126 H -0.146 0.686 -4.592
127 H 0.982 2.593 -3.914
128 H -3.791 -0.121 -9.162
129 H -0.068 -6.923 -0.690
130 H -1.919 1.829 -5.695
131 H 3.035 4.186 4.681
132 H -0.132 0.022 -1.255
133 H -2.036 -1.567 1.167
134 H -1.470 4.766 -2.194
135 H -2.904 1.379 2.815
136 H -0.545 -0.685 -3.687
137 H -0.410 3.619 -4.377
138 H 2.405 4.831 6.212
139 H 7.910 4.511 -2.214
140 H -0.571 -0.324 0.350
141 H 0.082 5.660 -2.392
142 H 0.061 4.467 5.341

Its SMILES is O=C1C=C(O)C(=O)C=C1O.O=C1C=C(O)C(=O)C=C1O.O=C1C=C(O)C(=O)C=C1O.O=C1C=C(O)C(=O)C=C1O.O=C1C=C(O)C(=O)C=C1O.COCCOC.COCCOC.COCCOC.ClCCCl.ClCCCl.ClCCCl. The max |F| comes out at 0.0434 hartree/bohr. Its LUMO energy is -2.0 eV. The charge is 0.



No. 2
Formula: C48H62IrN2O5S3
Source: the Open Molecules 2025 dataset
Level of theory: ωB97M-V/def2-TZVPD

Atoms and positions in Å:
1 Ir 0.590 0.380 0.641
2 S -1.430 -2.442 1.302
3 S 3.562 -1.664 1.302
4 S -3.207 -0.989 -1.713
5 O 2.339 -0.861 0.950
6 O 0.592 0.921 2.664
7 O 1.672 2.094 1.204
8 O -0.961 -1.014 1.022
9 O -3.098 -2.403 -1.232
10 N -0.903 1.556 -0.119
11 N 0.926 0.066 -1.371
12 C -4.312 -3.029 4.004
13 C -3.992 -2.144 5.022
14 C -0.818 1.586 -1.508
15 C 1.808 2.823 3.485
16 C 4.424 -0.445 -2.511
17 C -1.779 2.439 -2.033
18 C 1.980 3.371 5.813
19 C 0.715 -2.632 -2.781
20 C 1.984 -1.810 -2.617
21 C -2.874 -1.324 4.919
22 C 4.264 -0.983 2.799
23 C 3.274 2.554 -2.591
24 C 4.652 1.825 -0.622
25 C 3.382 1.561 -1.430
26 C -5.206 -0.853 0.231
27 C 2.574 3.936 3.152
28 C -2.516 1.503 2.528
29 C 4.360 -1.691 -3.105
30 C -1.533 3.810 2.212
31 C -2.481 2.930 -0.945
32 C 5.490 0.182 4.985
33 C -4.079 -0.071 -0.419
34 C 3.294 0.143 -1.954
35 C 5.025 -1.770 3.659
36 C 0.805 -2.709 3.032
37 C 4.753 0.961 4.108
38 C 3.147 -2.350 -3.167
39 C 2.748 4.482 5.484
40 C -3.854 3.308 1.521
41 C 5.632 -1.180 4.755
42 C -0.364 -1.969 -3.641
43 C 2.082 -0.564 -1.980
44 C 2.181 -3.363 3.157
45 C 0.160 -3.096 -1.442
46 C 3.045 -3.283 1.906
47 C -3.512 -3.095 2.871
48 C 4.150 0.382 3.000
49 C 0.170 0.810 -2.121
50 C -1.931 2.376 0.226
51 C -2.060 -1.390 3.800
52 C 3.043 4.767 4.156
53 C -2.438 2.724 1.613
54 C 1.505 2.540 4.813
55 C 1.334 1.924 2.426
56 C -4.540 0.370 -3.712
57 C -0.019 -3.366 1.938
58 C -4.475 -0.973 -3.002
59 C -2.387 -2.286 2.791
60 H 1.752 3.158 6.849
61 H 6.215 -1.788 5.433
62 H -2.660 1.823 3.563
63 H 3.115 5.132 6.267
64 H 3.635 5.637 3.906
65 H 3.087 -3.313 -3.660
66 H -4.248 3.441 2.530
67 H -3.311 3.614 -0.975
68 H 4.816 1.056 0.135
69 H 1.029 -3.527 -3.324
70 H 3.285 3.580 -2.219
71 H -1.109 -2.714 -3.925
72 H -4.526 2.638 0.981
73 H -0.443 -4.325 2.248
74 H 5.539 1.860 -1.257
75 H 2.354 2.412 -3.160
76 H -6.023 -1.056 -0.460
77 H -5.190 -3.656 4.081
78 H 0.921 -1.644 2.829
79 H -5.612 -0.285 1.069
80 H -0.795 -3.609 -1.561
81 H 3.985 -3.827 2.026
82 H 0.290 -2.799 3.988
83 H 0.322 0.834 -3.195
84 H -4.154 -1.768 -3.676
85 H 2.539 1.738 -0.769
86 H 3.614 0.987 2.285
87 H -3.573 0.633 -4.143
88 H -3.364 0.869 2.259
89 H 2.066 -4.424 3.398
90 H -3.292 0.167 0.298
91 H -5.428 -1.272 -2.566
92 H -2.640 -0.626 5.712
93 H 0.907 1.669 5.047
94 H 5.246 -2.138 -3.538
95 H 2.711 -2.913 3.998
96 H -5.270 0.331 -4.520
97 H 0.566 -3.546 1.038
98 H -1.936 2.651 -3.079
99 H 4.649 2.025 4.277
100 H 5.963 0.636 5.846
101 H -4.407 0.872 -0.861
102 H -1.889 4.095 3.205
103 H -1.537 4.697 1.576
104 H -0.502 3.481 2.300
105 H 2.790 4.141 2.111
106 H 0.873 -3.774 -0.964
107 H -1.199 -0.745 3.700
108 H 5.364 0.091 -2.497
109 H -4.837 1.175 -3.039
110 H -0.890 -1.183 -3.102
111 H -0.008 -2.236 -0.795
112 H -3.764 -3.758 2.051
113 H 4.113 2.431 -3.280
114 H -1.620 0.900 2.476
115 H -3.868 4.283 1.033
116 H 4.577 2.791 -0.119
117 H 2.570 -3.719 1.024
118 H 0.062 -1.549 -4.555
119 H -4.624 -2.083 5.899
120 H -4.839 -1.809 0.603
121 H 5.147 -2.832 3.493

The max |F| comes out at 0.0084 hartree/bohr. Its LUMO energy is -2.2 eV. The charge is +1. For the relative energy (zero: lowest compared OMol25 entry of this formula, charge and spin), the calculation gives 35.5 kcal per mole.



No. 3
Formula: C48H62NO6ScTe
Source: the Open Molecules 2025 dataset
Level of theory: ωB97M-V/def2-TZVPD

Atoms and positions in Å:
1 Te -13.323 13.985 12.451
2 Sc -15.401 13.049 10.029
3 O -16.302 12.371 8.404
4 O -16.232 14.968 6.831
5 O -15.553 11.234 10.963
6 O -15.494 10.427 13.096
7 O -14.946 15.005 9.491
8 O -13.437 12.318 9.445
9 N -16.578 13.508 12.014
10 C -14.007 10.570 7.348
11 C -12.970 16.089 8.751
12 C -12.096 13.833 8.019
13 C -17.653 9.138 3.030
14 C -15.200 9.793 2.547
15 C -12.257 11.920 6.008
16 C -17.510 15.352 7.349
17 C -18.568 14.479 7.131
18 C -18.987 17.060 8.207
19 C -21.840 17.153 9.102
20 C -17.680 16.571 8.123
21 C -19.874 15.057 7.255
22 C -15.285 10.971 6.654
23 C -9.587 14.296 4.546
24 C -13.262 20.918 7.435
25 C -15.165 17.226 8.701
26 C -15.698 15.699 5.708
27 C -17.358 12.202 6.303
28 C -17.022 12.233 12.582
29 C -12.110 19.362 5.862
30 C -21.405 17.012 7.646
31 C -16.504 10.841 4.456
32 C -11.347 13.938 6.847
33 C -15.936 11.162 12.237
34 C -18.520 12.973 6.872
35 C -11.186 19.936 8.160
36 C -16.295 11.895 7.152
37 C -16.606 10.281 3.077
38 C -17.124 11.410 2.191
39 C -10.686 13.184 4.468
40 C -22.429 16.134 6.910
41 C -15.459 10.494 5.341
42 C -17.510 11.634 5.045
43 C -21.242 18.449 6.984
44 C -12.869 12.648 8.192
45 C -12.034 14.917 9.072
46 C -12.764 11.320 10.234
47 C -20.082 16.355 7.688
48 C -14.543 18.411 8.235
49 C -12.488 17.244 8.128
50 C -12.992 11.704 7.149
51 C -11.423 13.022 5.797
52 C -13.176 18.448 7.956
53 C -11.652 13.611 3.321
54 C -16.629 17.335 8.988
55 C -14.364 16.078 8.989
56 C -12.437 19.652 7.367
57 C -9.988 11.875 4.054
58 H -13.581 10.695 10.634
59 H -13.572 21.106 8.488
60 H -10.647 19.018 8.302
61 H -19.180 18.080 8.678
62 H -11.052 15.391 9.247
63 H -14.924 8.788 2.899
64 H -15.724 13.867 12.572
65 H -11.984 14.633 3.453
66 H -12.939 18.969 5.329
67 H -17.909 8.860 2.004
68 H -12.392 11.224 5.135
69 H -22.595 15.234 7.553
70 H -17.287 8.248 3.582
71 H -20.987 18.312 5.930
72 H -9.137 14.473 3.551
73 H -21.125 17.795 9.674
74 H -11.441 17.259 7.840
75 H -13.691 9.560 7.041
76 H -12.473 14.538 10.004
77 H -14.299 10.507 8.401
78 H -14.163 20.990 6.827
79 H -22.121 15.816 5.942
80 H -11.415 20.379 9.115
81 H -15.102 9.739 1.428
82 H -18.007 11.917 12.162
83 H -11.146 13.477 2.381
84 H -22.813 17.623 9.273
85 H -17.285 14.309 12.050
86 H -23.398 16.684 6.836
87 H -19.322 12.796 6.137
88 H -15.200 19.275 8.041
89 H -15.900 15.230 4.719
90 H -16.923 18.373 8.930
91 H -11.805 20.306 5.444
92 H -16.812 16.937 10.029
93 H -14.761 9.690 4.982
94 H -16.471 12.298 2.159
95 H -12.509 12.918 3.294
96 H -22.172 19.016 7.019
97 H -17.097 12.392 13.695
98 H -10.727 11.182 3.674
99 H -18.616 9.427 3.562
100 H -8.810 13.910 5.245
101 H -20.489 19.011 7.539
102 H -10.504 20.641 7.670
103 H -10.751 14.843 6.759
104 H -12.078 10.752 9.570
105 H -14.385 10.466 2.893
106 H -20.712 14.405 7.098
107 H -9.294 12.082 3.243
108 H -9.938 15.205 5.049
109 H -18.131 11.699 2.499
110 H -12.591 21.764 7.140
111 H -18.789 12.451 7.804
112 H -9.395 11.387 4.815
113 H -17.193 11.064 1.134
114 H -12.097 11.788 10.957
115 H -14.636 15.680 5.888
116 H -18.394 11.852 4.466
117 H -11.220 18.700 5.764
118 H -16.120 16.693 5.637
119 H -21.771 16.185 9.627

The max |F| comes out at 0.0529 hartree/bohr. Its LUMO energy is 3.6 eV. The charge is -2. For the relative energy (zero: lowest compared OMol25 entry of this formula, charge and spin), the calculation gives 0.0 kcal per mole.



No. 4
Formula: C48H63NO2
Source: the Open Molecules 2025 dataset
Level of theory: ωB97M-V/def2-TZVPD

Atoms and positions in Å:
1 O 0.587 -0.345 -1.956
2 O -1.374 6.218 -2.136
3 N -1.401 2.682 -2.625
4 C 1.796 -0.057 -1.285
5 C -2.183 -0.508 -3.214
6 C -2.014 -1.795 -2.383
7 C -0.781 -5.345 3.230
8 C 7.951 -6.133 -1.362
9 C 5.319 -2.273 -0.499
10 C -1.779 3.837 -1.811
11 C -0.434 1.837 -1.942
12 C -3.175 -0.935 1.252
13 C -5.976 3.331 -0.284
14 C -1.439 -4.559 2.295
15 C -5.819 1.346 -1.633
16 C 2.527 -2.050 5.453
17 C 0.252 -2.804 5.643
18 C -2.164 9.978 -1.573
19 C 4.582 -2.042 1.778
20 C 2.774 -2.468 6.753
21 C 5.803 -1.477 2.117
22 C 1.761 -3.056 7.497
23 C -5.221 2.297 -0.819
24 C 6.244 -6.479 0.295
25 C -1.303 -6.581 3.586
26 C 6.784 -1.312 1.148
27 C 0.500 -3.225 6.942
28 C -1.114 11.891 -3.289
29 C -0.745 4.968 -1.866
30 C -2.481 -7.031 3.004
31 C 6.541 -1.709 -0.159
32 C -7.933 2.459 -1.374
33 C 0.058 5.144 -0.576
34 C -0.724 10.564 -3.406
35 C -2.351 -0.851 -0.033
36 C 8.079 -7.506 -1.517
37 C -7.176 1.427 -1.911
38 C 1.266 -2.218 4.898
39 C 4.339 -2.440 0.470
40 C -2.615 -5.009 1.712
41 C -1.248 9.607 -2.548
42 C -2.555 11.305 -1.457
43 C 0.103 0.686 -2.804
44 C 7.032 -5.619 -0.457
45 C -0.904 0.105 -3.782
46 C 7.290 -8.365 -0.766
47 C 6.373 -7.852 0.141
48 C -7.333 3.411 -0.561
49 C -3.136 -6.246 2.066
50 C -2.031 12.261 -2.316
51 C -2.865 -1.792 -1.118
52 H 1.111 5.327 -0.777
53 H -0.825 1.414 -1.006
54 H -2.337 13.296 -2.226
55 H -2.974 -2.803 -0.720
56 H 5.131 -2.586 -1.518
57 H -1.183 0.934 -4.436
58 H 1.072 -1.891 3.884
59 H 8.794 -7.907 -2.223
60 H 0.945 1.070 -3.395
61 H -5.227 0.540 -2.050
62 H -0.948 8.572 -2.633
63 H 3.757 -2.335 7.186
64 H 0.137 -4.993 3.682
65 H -1.299 -1.064 0.163
66 H 6.929 -4.549 -0.335
67 H 3.818 -2.173 2.534
68 H -0.347 5.989 -0.021
69 H -0.009 10.276 -4.166
70 H 5.758 -8.522 0.728
71 H -0.731 -2.936 5.209
72 H -3.122 -4.397 0.978
73 H -0.015 4.267 0.065
74 H -1.033 -3.593 2.019
75 H -2.249 2.149 -2.776
76 H -0.047 4.709 -2.667
77 H -7.924 4.216 -0.144
78 H -4.213 -0.682 1.028
79 H 1.955 -3.383 8.510
80 H 3.318 -1.592 4.872
81 H -4.054 -6.596 1.611
82 H 5.992 -1.167 3.136
83 H 0.404 2.476 -1.653
84 H 2.189 0.928 -1.538
85 H 2.542 -0.808 -1.548
86 H 5.528 -6.076 1.000
87 H -3.878 -1.468 -1.389
88 H -2.433 0.171 -0.413
89 H -3.270 11.594 -0.697
90 H -2.823 -0.743 -4.066
91 H -0.791 -7.194 4.316
92 H -0.289 -3.686 7.521
93 H 3.387 -2.883 0.207
94 H -1.987 3.544 -0.772
95 H -2.739 0.223 -2.622
96 H 8.568 -5.462 -1.946
97 H -2.570 9.230 -0.905
98 H -0.703 12.638 -3.957
99 H 1.650 -0.101 -0.204
100 H -2.888 -7.994 3.283
101 H -5.507 4.074 0.348
102 H 7.389 -9.436 -0.887
103 H -0.388 -0.621 -4.410
104 H -2.338 -2.645 -2.988
105 H 7.738 -0.875 1.413
106 H -1.551 6.266 -3.077
107 H -8.992 2.521 -1.589
108 H -3.123 -1.930 1.689
109 H -4.161 2.231 -0.600
110 H -7.643 0.686 -2.546
111 H 7.307 -1.583 -0.914
112 H -2.717 4.223 -2.209
113 H -0.968 -1.962 -2.145
114 H -2.813 -0.197 1.967

Its SMILES is CCCCCC[C@@H](CNC[C@H](C)O)OC.c1ccccc1.c1ccccc1.c1ccccc1.c1ccccc1.c1ccccc1.c1ccccc1. The max |F| comes out at 0.0107 hartree/bohr. Its LUMO energy is 0.5 eV. The charge is 0. For the relative energy (zero: lowest compared OMol25 entry of this formula, charge and spin), the calculation gives 0.0 kcal per mole.